a) The following is a quantum chemistry calculation of an isolated ion of composition C3H8N2O2 and charge +1, from the Open Molecules 2025 dataset.

Geometry as XYZ:
```
15
C3H8N2O2 ωB97M-V with the def2-TZVPD basis set
O -1.672 -1.160 0.956
C -0.737 -0.445 0.787
N -0.833 0.915 0.688
C 0.022 1.781 -0.098
O 0.236 1.244 -1.437
C 0.722 -1.016 0.448
N 0.770 -2.112 -0.493
H -1.619 1.397 1.099
H 1.029 1.907 0.273
H -0.457 2.746 -0.280
H -0.438 0.566 -1.559
H 1.159 -1.334 1.400
H 1.259 -0.148 0.072
H -0.033 -2.746 -0.492
H 0.594 -1.596 -1.364
```

LUMO energy (spin up / spin down) ... -4.03 / -9.42 eV
Net charge ... +1
E_HOMO (spin up / spin down) ... -15.4 / -15.4 eV
Spin multiplicity ... 2
HOMO-LUMO gap (spin up / spin down) ... 0.4180 / 0.2187 hartree

=====

b) The following is a quantum chemistry calculation of an isolated ion of composition C3H8N2O2 and charge +1, from the Open Molecules 2025 dataset.

Geometry as XYZ:
```
15
C3H8N2O2 ωB97M-V with the def2-TZVPD basis set
O -0.607 1.469 2.003
C 0.297 0.808 1.565
N 1.477 1.444 0.973
C 0.004 -0.782 0.898
N 0.505 -1.090 -0.552
C -0.359 -0.131 -1.476
O -1.674 -0.671 -1.831
H 1.541 2.510 1.069
H 1.793 1.052 0.108
H 0.316 -1.748 1.409
H -1.138 -0.817 0.808
H 0.376 -2.051 -0.803
H -0.633 0.716 -0.788
H 0.186 0.237 -2.371
H -2.082 -0.947 -1.015
```

LUMO energy (spin up / spin down) ... -3.86 / -9.29 eV
Net charge ... +1
E_HOMO (spin up / spin down) ... -14.9 / -14.8 eV
Spin multiplicity ... 2
HOMO-LUMO gap (spin up / spin down) ... 0.4055 / 0.2019 hartree

=====

c) The following is a quantum chemistry calculation of a 3-piece molecular cluster, C3H8N2O2 overall, from the Open Molecules 2025 dataset.

Geometry as XYZ:
```
15
C3H8N2O2 ωB97M-V with the def2-TZVPD basis set
C -1.850 2.217 -0.880
C -1.955 1.829 0.458
N -3.070 0.979 0.649
C -3.744 1.003 -0.498
N -3.096 1.779 -1.387
H -1.141 2.822 -1.338
H -1.367 2.054 1.310
H -4.623 0.428 -0.549
H -3.432 2.072 -2.269
H 5.258 -1.411 3.615
H 5.421 -0.177 4.385
O 4.815 -0.612 3.703
H 3.671 -4.380 -2.569
H 2.231 -4.666 -2.242
O 2.883 -3.936 -2.386
```

LUMO energy (spin up / spin down) ... -4.51 / -8.88 eV
Net charge ... +1
E_HOMO (spin up / spin down) ... -13.2 / -13.2 eV
Spin multiplicity ... 2
HOMO-LUMO gap (spin up / spin down) ... 0.3179 / 0.1573 hartree

=====

Referenced to the most stable arrangement, the calculated values in eV are a) 0.150; b) 1.657; c) 0.000.

=====

a) The following is a quantum chemistry calculation of one molecule with the formula C4H5Cl, from the Open Molecules 2025 dataset.

Geometry as XYZ:
```
10
C4H5Cl ωB97M-V with the def2-TZVPD basis set
C 0.005 -0.097 -0.060
C 1.329 0.084 -0.081
C 0.167 1.383 -0.240
C -1.106 -1.059 0.131
Cl 2.990 -0.151 0.128
H 0.341 1.882 -1.121
H 0.225 1.999 0.661
H -1.762 -1.212 -0.682
H -1.659 -0.876 0.989
H -0.530 -1.954 0.277
```

LUMO energy ... 0.84 eV
E_HOMO ... -9.0 eV
HOMO-LUMO gap ... 0.3624 hartree
SMILES string ... CC1=C(Cl)C1

=====

b) The following is a quantum chemistry calculation of a 2-piece molecular cluster, C4H5Cl overall, from the Open Molecules 2025 dataset.

Geometry as XYZ:
```
10
C4H5Cl ωB97M-V with the def2-TZVPD basis set
C -0.567 0.323 -0.782
C 0.158 1.181 -0.077
C 0.211 -0.927 -0.219
C 1.129 0.190 0.440
Cl 2.644 0.083 -0.184
H -1.241 0.487 -1.569
H 0.150 2.296 0.002
H -0.345 -1.397 0.673
H 0.758 -1.608 -0.902
H 1.264 -0.048 2.021
```

LUMO energy ... 0.82 eV
E_HOMO ... -9.5 eV
HOMO-LUMO gap ... 0.3787 hartree

=====

Referenced to the most stable arrangement, the calculated values in eV are a) 0.000; b) 0.430.

=====

a) The following is a quantum chemistry calculation of an isolated ion of composition C4H10NO and charge +2, from the Open Molecules 2025 dataset.

Geometry as XYZ:
```
16
C4H10NO ωB97M-V with the def2-TZVPD basis set
O -0.351 -2.197 -1.644
C -0.025 -1.595 -0.667
C -0.309 -0.146 -0.531
C 0.294 0.606 0.686
C -0.262 0.246 2.046
N 0.278 0.429 -1.794
H 0.094 -2.226 0.221
H -1.413 0.037 -0.768
H 1.393 0.433 0.763
H 0.201 1.710 0.468
H 0.047 -0.722 2.380
H -1.278 0.409 2.410
H 0.230 1.045 2.717
H 1.181 0.924 -1.633
H 0.164 -0.242 -2.605
H -0.245 1.289 -2.048
```

LUMO energy (spin up / spin down) ... -11.72 / -15.08 eV
Net charge ... +2
E_HOMO (spin up / spin down) ... -20.4 / -20.3 eV
Spin multiplicity ... 2
HOMO-LUMO gap (spin up / spin down) ... 0.3181 / 0.1930 hartree

=====

b) The following is a quantum chemistry calculation of an isolated ion of composition C4H10NO and charge +2, from the Open Molecules 2025 dataset.

Geometry as XYZ:
```
16
C4H10NO ωB97M-V with the def2-TZVPD basis set
C -1.496 -0.270 -0.082
C -0.136 -0.191 -0.785
C 1.116 -0.933 -0.384
C 1.874 0.063 0.572
O 1.603 1.396 0.225
N -2.236 0.805 0.608
H -1.471 -1.137 0.610
H -2.210 -0.573 -0.874
H 0.829 1.241 -0.330
H -0.292 -0.076 -1.831
H 1.712 -0.852 -1.296
H 1.156 -1.977 -0.070
H 2.988 -0.083 0.489
H -2.257 1.278 1.550
H 1.568 -0.091 1.642
H -2.747 1.403 -0.044
```

LUMO energy (spin up / spin down) ... -13.62 / -13.92 eV
Net charge ... +2
E_HOMO (spin up / spin down) ... -19.7 / -19.7 eV
Spin multiplicity ... 2
HOMO-LUMO gap (spin up / spin down) ... 0.2228 / 0.2111 hartree

=====

Referenced to the most stable arrangement, the calculated values in eV are a) 0.000; b) 3.084.

=====

a) The following is a quantum chemistry calculation of one molecule with the formula C4H9NO3SSi, from the Open Molecules 2025 dataset.

Geometry as XYZ:
```
19
C4H9NO3SSi ωB97M-V with the def2-TZVPD basis set
C -1.322 -0.896 -0.840
C -1.607 0.142 -0.034
C -0.771 1.431 -0.082
C -2.581 -0.015 1.155
N 1.884 -1.223 -1.387
O 0.542 1.260 -0.244
O 3.214 1.061 -0.435
O -1.343 2.514 0.007
Si 2.032 0.001 -0.174
S 1.880 -0.854 1.855
H -1.747 -1.794 -0.872
H -0.561 -0.924 -1.698
H -3.084 1.017 1.353
H -2.055 -0.284 1.980
H -3.242 -0.706 0.836
H 2.133 -2.159 -1.092
H 1.769 -0.857 -2.311
H 3.220 1.950 -0.453
H 1.641 0.338 2.437
```

LUMO energy ... 0.17 eV
E_HOMO ... -9.5 eV
HOMO-LUMO gap ... 0.3558 hartree
SMILES string ... C=C(C)C(=O)O[Si@@](N)(O)S

=====

b) The following is a quantum chemistry calculation of C4H9NO3SSi as an isolated structure, from the Open Molecules 2025 dataset.

Geometry as XYZ:
```
19
C4H9NO3SSi ωB97M-V with the def2-TZVPD basis set
C 1.385 0.090 -2.141
C 0.618 0.937 -1.334
C 0.258 0.430 -0.008
C 0.254 2.287 -1.889
N -0.100 -0.790 3.148
O 0.441 -0.878 0.131
O -2.063 -0.953 1.023
O -0.123 1.137 0.893
Si -0.555 -1.266 1.529
S -0.266 -3.380 1.509
H 1.360 0.344 -3.216
H 1.788 -0.818 -1.769
H 1.021 2.625 -2.613
H -0.041 2.985 -1.085
H -0.564 2.167 -2.533
H -0.451 0.106 3.497
H -0.406 -1.561 3.818
H -2.456 -0.082 0.942
H -0.100 -3.379 0.097
```

LUMO energy ... 0.12 eV
E_HOMO ... -9.5 eV
HOMO-LUMO gap ... 0.3549 hartree

=====

Referenced to the most stable arrangement, the calculated values in eV are a) 1.419; b) 0.000.

=====

a) The following is a quantum chemistry calculation of CHBrCl2S as an isolated structure, from the Open Molecules 2025 dataset.

Geometry as XYZ:
```
6
CHBrCl2S ωB97M-V with the def2-TZVPD basis set
C 1.149 0.556 -0.364
S 1.047 1.260 -1.792
Cl -2.897 -0.582 0.447
Cl 1.235 1.477 1.049
Br 1.623 -1.288 -0.268
H -2.157 -1.423 0.928
```

LUMO energy ... -1.03 eV
E_HOMO ... -9.4 eV
HOMO-LUMO gap ... 0.3089 hartree

=====

b) The following is a quantum chemistry calculation of a 2-piece molecular cluster, CHBrCl2S overall, from the Open Molecules 2025 dataset.

Geometry as XYZ:
```
6
CHBrCl2S ωB97M-V with the def2-TZVPD basis set
C -0.525 1.065 0.947
S 0.027 -2.087 -2.015
Cl -0.823 0.012 -0.377
Cl 0.414 2.449 0.696
Br -0.390 0.238 2.640
H 1.297 -1.677 -1.891
```

LUMO energy (spin up / spin down) ... -2.27 / -1.03 eV
E_HOMO (spin up / spin down) ... -8.7 / -9.9 eV
HOMO-LUMO gap (spin up / spin down) ... 0.2371 / 0.3258 hartree

=====

c) The following is a quantum chemistry calculation of a 2-piece molecular cluster, CHBrCl2S overall, from the Open Molecules 2025 dataset.

Geometry as XYZ:
```
6
CHBrCl2S ωB97M-V with the def2-TZVPD basis set
C 3.141 0.628 -0.188
S 3.350 1.318 -1.622
Cl -0.172 -0.344 -1.074
Cl 2.695 1.465 1.232
Br 3.374 -1.242 0.098
H -0.618 -0.204 0.122
```

LUMO energy ... -0.91 eV
E_HOMO ... -9.5 eV
HOMO-LUMO gap ... 0.3153 hartree
SMILES string ... S=C(Cl)Br.Cl

=====

Referenced to the most stable arrangement, the calculated values in eV are a) 0.231; b) 2.649; c) 0.000.